1) 19
Properties=species:S:1:pos:R:3 method="wB97M-V/def2-TZVPD" smiles="CC1=NCN(c2cccs2)O1" homo_energy_ha=-0.3237 charge=0
N 0.634 0.620 0.798
H -3.291 -1.134 2.722
C -3.031 -0.928 0.751
O 0.639 1.279 -0.662
H -3.861 -1.296 0.331
H 1.144 -1.466 0.507
H 2.699 1.865 -2.704
C -2.624 -0.810 2.026
C 1.591 0.642 -1.368
C 1.598 -0.535 0.490
H 2.407 -0.460 1.184
C 1.807 1.065 -2.805
H 0.835 1.513 -3.025
C -0.713 0.113 1.013
C -1.366 -0.169 2.171
N 2.212 -0.294 -0.805
H -0.892 0.074 3.133
S -1.828 -0.294 -0.350
H 2.040 0.213 -3.407

***

2) 19
Properties=species:S:1:pos:R:3 method="wB97M-V/def2-TZVPD" smiles=c1csc(N2[C@@H]3CCO[C@@H]32)n1 homo_energy_ha=-0.3047 charge=0
S -1.668 -1.425 -1.023
H -1.766 0.719 0.497
N 0.163 -0.034 0.028
C 1.137 1.702 1.472
H 1.072 -0.209 2.426
H -1.786 -3.095 -2.853
H 0.550 1.136 3.551
H 0.980 2.677 1.800
C -0.847 0.636 0.855
C 0.277 1.383 0.279
C 0.607 0.738 2.499
C -0.098 -0.739 -1.063
C -0.078 -1.917 -2.920
H 2.157 1.616 1.267
O -0.740 0.473 2.157
N 0.587 -1.012 -2.103
H 0.239 1.979 -0.691
H 0.539 -2.443 -3.655
C -1.326 -2.185 -2.523

***

What are the relative energies? In hartree: 1) 0.0226; 2) 0.0000.

***

1) 11
Properties=species:S:1:pos:R:3 method="wB97M-V/def2-TZVPD" smiles=NCCS homo_energy_ha=-0.3247 charge=0
C 0.319 0.725 -0.253
S -0.132 1.893 -1.638
C -0.347 -0.718 -0.108
H -0.570 -1.716 1.750
N 0.150 -1.289 1.162
H 0.123 1.216 0.766
H -0.281 -1.357 -1.039
H 1.348 0.453 -0.532
H -1.439 -0.539 0.026
H -0.063 3.253 -1.154
H 0.892 -1.923 1.019

***

2) 11
Properties=species:S:1:pos:R:3 method="wB97M-V/def2-TZVPD" homo_energy_ha=-0.3182 charge=0
H 2.585 -0.119 1.293
H 0.749 1.395 -0.122
H -3.053 -0.302 -0.710
C -1.349 -0.314 0.477
N 1.741 1.252 -0.339
H 3.052 -0.643 -0.492
H -0.332 -0.235 0.495
C -2.009 -0.244 -0.654
H -1.850 -0.642 1.486
S 1.946 -0.268 0.135
H -1.479 0.120 -1.570

***

3) 11
Properties=species:S:1:pos:R:3 method="wB97M-V/def2-TZVPD" smiles=CSCN homo_energy_ha=-0.3204 charge=0
S 0.381 0.177 -1.398
H -1.765 0.936 0.352
C 1.678 0.513 -0.101
H -0.462 -1.578 0.084
C -0.838 -0.661 -0.367
H 2.068 -0.486 0.071
H -1.952 -0.393 1.278
H -1.751 -0.786 -0.953
H 1.454 1.009 0.838
N -1.259 0.197 0.835
H 2.445 1.072 -0.639

***

What are the relative energies? In hartree: 1) 0.0175; 2) 0.1240; 3) 0.0000.

***

1) 7
Properties=species:S:1:pos:R:3 method="wB97M-V/def2-TZVPD" homo_energy_ha=-0.3424 charge=0
P -0.950 0.796 0.461
C 0.296 -0.401 0.830
P 0.808 1.429 2.424
N -0.367 1.984 1.457
N 1.066 -0.210 1.843
H 0.285 -1.171 0.151
H -0.570 1.067 -0.827

***

2) 7
Properties=species:S:1:pos:R:3 method="wB97M-V/def2-TZVPD" homo_energy_ha=-0.3512 charge=0
H 0.573 -1.486 -1.230
N 1.025 0.027 0.381
P -1.452 0.701 -0.147
C 0.277 1.025 0.406
N -1.276 -0.819 -0.442
H 0.671 1.948 0.955
P 0.183 -1.396 0.078

***

What are the relative energies? In hartree: 1) 0.0000; 2) 0.0059.